{
  "formula": "C5H13O2",
  "method": "ωB97M-V/def2-TZVPD",
  "elements": ["C", "O", "C", "C", "C", "C", "H", "H", "H", "H", "H", "H", "H", "H", "H", "H", "H", "H", "H", "O"],
  "positions_angstrom": [[-0.60423, -0.26704, 1.93312], [-1.74944, -0.19592, 1.19957], [0.77583, -0.30344, 1.11834], [0.58341, -0.17424, -0.38430], [1.78221, -0.57731, -1.25033], [0.19386, 1.24162, -0.71842], [-0.49252, 0.61044, 2.58555], [-0.65297, -1.19627, 2.54357], [1.31495, -1.19049, 1.44958], [1.33776, 0.59647, 1.40804], [-0.23645, -0.84796, -0.65989], [1.52143, -0.31073, -2.27778], [2.69486, -0.06152, -0.96039], [1.96311, -1.65903, -1.21809], [1.07890, 1.86428, -0.61156], [-0.48553, 1.68707, 0.01570], [-0.20115, 1.49096, -1.68437], [-3.68387, 0.03024, -0.97670], [-2.26829, -0.26473, -0.36878], [-2.87186, -0.47241, -1.14287]],
  "forces_ev_per_a": [[-0.5, -0.2, -1.0], [0.2, 0.2, -0.2], [-0.5, 0.6, 0.3], [-0.4, -1.0, -0.4], [-0.4, -0.3, 0.1], [0.1, 1.4, 1.1], [0.0, 0.1, 0.6], [0.5, 0.2, 0.4], [0.3, -0.1, -0.4], [0.3, -0.3, 0.2], [0.0, 0.2, 0.0], [0.3, -0.1, -0.1], [0.2, 0.1, 0.0], [0.0, 0.1, 0.1], [0.6, 0.2, -0.1], [-0.2, -0.5, -0.1], [-0.3, -0.5, -0.7], [0.5, -0.2, 0.1], [-0.3, -0.3, 0.6], [-0.3, 0.4, -0.5]],
  "nbo_charge": [-0.007, -0.979, -0.432, -0.240, -0.591, -0.607, 0.086, 0.093, 0.180, 0.165, 0.222, 0.193, 0.182, 0.192, 0.165, 0.236, 0.200, 0.444, 0.524, -1.024],
  "e_tot_ha": -348.780809,
  "charge": -1
}

{
  "formula": "C5H13O4",
  "method": "ωB97M-V/def2-TZVPD",
  "elements": ["C", "O", "C", "C", "C", "C", "O", "H", "H", "H", "H", "H", "H", "H", "H", "H", "H", "H", "O", "H", "H", "O"],
  "positions_angstrom": [[-1.02119, -0.54215, -1.35369], [-0.35587, 0.20319, -2.37789], [-1.77340, 0.48409, -0.31302], [-1.69555, -0.24293, 1.06060], [-0.58047, 0.10416, 1.91474], [0.71746, -0.38074, 1.77289], [1.77121, 0.02673, 2.30505], [-1.74034, -1.20207, -1.89737], [-0.41988, -1.19808, -0.67093], [-2.86769, 0.52137, -0.35532], [-1.25651, 1.44636, -0.21330], [-2.56597, 0.10368, 1.75027], [-1.97921, -1.23311, 0.85903], [-0.50574, 1.10958, 2.50798], [0.54206, 0.55699, -2.03322], [0.73667, -1.41816, 1.34128], [2.01890, -0.15264, -2.32895], [2.45763, -0.91814, -0.98823], [2.46970, -0.92231, -1.97833], [1.23162, 1.36487, 0.16224], [2.65071, 1.18622, 0.84363], [2.16584, 1.10312, -0.00747]],
  "forces_ev_per_a": [[-1.4, 1.6, 1.1], [2.4, 0.4, 0.8], [0.3, -2.5, 0.4], [-2.5, 2.9, 1.6], [3.6, 1.6, 1.0], [-1.6, -1.5, 1.1], [1.0, 0.5, 0.5], [0.4, 0.6, 0.5], [0.2, 0.7, -1.1], [0.2, 0.7, -1.4], [-0.3, -0.2, -0.5], [0.6, -0.4, -1.5], [0.3, -1.9, 0.1], [-0.9, -1.6, -1.1], [-2.6, -0.9, -0.4], [0.2, 0.1, -0.6], [0.3, -0.1, 0.5], [-0.3, 0.8, -1.3], [0.5, -1.0, 0.6], [1.1, -0.4, 0.5], [-1.1, -0.5, -0.4], [-0.1, 1.1, -0.7]],
  "nbo_charge": [-0.073, -0.737, -0.442, -0.421, -0.538, 0.252, -0.819, 0.166, 0.186, 0.191, 0.199, 0.178, 0.185, 0.169, 0.459, 0.055, 0.457, 0.507, -0.963, 0.481, 0.513, -1.004],
  "e_tot_ha": -499.218158,
  "charge": -1
}

{
  "formula": "C5H13OP",
  "method": "ωB97M-V/def2-TZVPD",
  "elements": ["C", "C", "C", "C", "C", "O", "P", "H", "H", "H", "H", "H", "H", "H", "H", "H", "H", "H", "H", "H"],
  "positions_angstrom": [[-1.43764, -1.26107, -0.93838], [-0.92893, -0.41374, 1.34994], [-1.82868, 1.20072, -0.21805], [2.85877, -0.55039, 0.28081], [-1.43022, -0.17667, 0.09786], [0.81836, 0.66539, -1.24688], [1.69394, 0.79848, -0.12880], [-2.47119, -1.21205, -1.53410], [-0.56169, -1.07835, -1.60123], [-1.42192, -2.21387, -0.50369], [-0.76540, -1.41936, 1.66702], [-1.02163, 0.29891, 2.06355], [2.39125, 1.95708, -0.26876], [-2.80668, 1.23979, -0.69968], [-1.95909, 1.78216, 0.72747], [-1.12234, 1.53175, -1.03139], [3.66288, -0.13405, 0.67635], [3.11717, -1.08961, -0.60809], [2.19890, -1.07345, 0.90587], [1.01414, 1.14833, 1.01016]],
  "forces_ev_per_a": [[-2.0, 1.9, -2.0], [-1.6, -1.8, -3.6], [-0.5, 0.7, -0.9], [-4.0, 0.3, -2.6], [1.1, -1.1, 2.5], [-2.0, -1.1, -3.5], [2.1, 0.6, 1.7], [2.3, 0.0, 0.9], [-0.9, -0.3, 0.1], [0.3, -1.4, 0.7], [0.5, -0.6, 0.2], [0.1, 2.2, 2.1], [1.3, 0.9, 0.0], [-0.2, -0.2, 0.0], [0.7, 0.0, -1.0], [-0.6, 0.4, 1.3], [3.6, 1.5, 2.3], [-0.1, -0.4, -0.5], [-0.2, -1.5, 1.2], [-0.1, -0.2, 1.0]],
  "nbo_charge": [-0.662, -0.506, -0.689, -0.960, 0.110, -1.124, 1.600, 0.202, 0.259, 0.210, 0.189, 0.183, -0.134, 0.214, 0.213, 0.267, 0.232, 0.254, 0.245, -0.103],
  "smiles": "C[PH2]=O.C=C(C)C",
  "e_tot_ha": -614.831845
}

{
  "formula": "C5H13OP",
  "method": "ωB97M-V/def2-TZVPD",
  "elements": ["C", "C", "C", "C", "C", "O", "P", "H", "H", "H", "H", "H", "H", "H", "H", "H", "H", "H", "H", "H"],
  "positions_angstrom": [[-1.49519, 0.40255, -0.53933], [0.52325, -0.94665, -1.21487], [-0.81209, -1.55736, 0.78371], [0.63343, 0.39412, 0.74175], [-0.28185, -0.46653, -0.10465], [0.39399, 2.86125, -0.57006], [1.30948, 2.00515, 0.15684], [-2.12482, 0.58308, 0.39476], [-2.17992, -0.07351, -1.28638], [-1.05232, 1.30162, -1.04612], [-0.08445, -1.77991, -1.75350], [0.93373, -0.16180, -1.90488], [1.44816, -1.50948, -0.72046], [-1.65888, -1.12284, 1.39634], [-1.21309, -2.45591, 0.23427], [-0.05431, -1.99076, 1.49181], [0.03353, 0.69431, 1.82314], [1.36586, -0.28711, 1.26921], [1.84679, 2.39278, 1.37301], [2.46870, 1.71698, -0.52459]],
  "forces_ev_per_a": [[-0.2, 0.2, -0.3], [2.0, -3.4, -1.5], [-0.8, -1.6, 1.2], [-1.0, 0.6, 4.6], [-1.5, 1.7, 1.0], [-1.1, 1.5, -0.8], [0.4, -2.4, 1.2], [0.9, 0.4, -1.4], [0.7, 0.0, 0.6], [-1.0, -0.5, 0.8], [1.2, 1.6, 0.3], [-0.6, -0.8, 0.5], [-1.6, 1.0, -1.3], [1.0, -0.7, -0.5], [0.2, 1.0, 0.3], [-0.5, 0.5, -0.6], [1.2, -0.3, -3.0], [0.0, 0.9, -1.0], [0.2, 0.6, 0.4], [0.7, -0.3, -0.5]],
  "nbo_charge": [-0.618, -0.600, -0.599, -0.770, -0.129, -1.080, 1.584, 0.206, 0.210, 0.250, 0.220, 0.222, 0.201, 0.214, 0.218, 0.205, 0.237, 0.253, -0.110, -0.115],
  "smiles": "CC(C)(C)C[PH2]=O",
  "e_tot_ha": -614.862379
}

{
  "formula": "C5H13OP",
  "method": "ωB97M-V/def2-TZVPD",
  "elements": ["C", "C", "C", "C", "C", "O", "P", "H", "H", "H", "H", "H", "H", "H", "H", "H", "H", "H", "H", "H"],
  "positions_angstrom": [[-1.02785, -0.13131, 1.74350], [-1.88326, -0.47552, -0.59213], [1.69992, 0.39262, 0.73070], [-0.66100, -0.54311, 0.32521], [0.51296, 0.31238, -0.24060], [2.08239, -1.74233, -2.73380], [0.95509, -0.57099, -2.32802], [-1.21426, 0.86845, 1.88427], [-0.31469, -0.39815, 2.51267], [-1.96796, -0.51111, 2.10340], [-2.30498, 0.56693, -0.59797], [-2.80080, -1.10311, -0.28232], [-1.52127, -0.73626, -1.69582], [1.90297, -0.62751, 1.25009], [1.60447, 1.10171, 1.54847], [2.64865, 0.62793, 0.16245], [-0.25454, -1.67735, 0.26904], [1.43977, -2.44933, -2.73987], [0.18927, 1.31894, -0.58447], [1.88308, 0.54131, -2.50755]],
  "forces_ev_per_a": [[0.3, -2.0, 0.4], [-0.8, -0.1, -1.8], [1.4, -1.8, -0.5], [0.8, -1.7, -0.7], [0.5, -1.6, -0.9], [-0.6, 0.6, 1.3], [0.3, 2.9, 1.1], [0.0, 2.9, -0.3], [0.5, -0.2, 0.0], [-0.5, -0.9, -0.2], [0.6, -0.7, -0.2], [1.7, 0.5, -0.4], [-1.3, 0.5, 2.3], [-0.4, 1.5, -1.0], [-0.3, 0.3, -0.1], [-1.0, -0.1, 0.7], [-0.9, 2.4, 0.5], [0.4, -1.3, -0.4], [0.1, -0.6, 0.0], [-0.6, -0.6, 0.0]],
  "nbo_charge": [-0.626, -0.626, -0.658, -0.259, -0.318, -0.940, 0.716, 0.206, 0.212, 0.214, 0.201, 0.217, 0.222, 0.207, 0.215, 0.220, 0.189, 0.477, 0.201, -0.071],
  "e_tot_ha": -614.815669
}

{
  "formula": "C5H13OP",
  "method": "ωB97M-V/def2-TZVPD",
  "elements": ["C", "C", "C", "C", "C", "O", "P", "H", "H", "H", "H", "H", "H", "H", "H", "H", "H", "H", "H", "H"],
  "positions_angstrom": [[-1.00405, -0.13535, 1.43438], [-1.57063, 0.91346, -0.64670], [1.17952, -0.22613, -1.71066], [-0.65880, -0.14391, -0.01872], [0.82717, -0.18654, -0.21889], [1.60094, 0.89422, 0.43705], [1.27665, -1.90004, 0.72250], [-2.10027, -0.26511, 1.48394], [-0.84556, 0.93560, 1.75128], [-0.66112, -0.94502, 2.09198], [-1.19573, 1.97815, -0.66026], [-2.63649, 0.76879, -0.30141], [-1.56042, 0.75280, -1.72086], [0.91440, 0.82660, -2.03596], [0.56707, -0.90021, -2.19013], [2.20722, -0.50805, -1.82567], [-1.10107, -1.08011, -0.52208], [2.42047, 0.53814, 0.70696], [0.09217, -2.65079, 0.51914], [2.00342, -2.30529, -0.46520]],
  "forces_ev_per_a": [[-1.9, 0.9, 1.0], [0.4, 1.2, -1.4], [0.1, 2.8, 2.0], [-1.9, -0.8, -0.3], [1.3, -1.1, 0.4], [-2.9, -0.3, -1.1], [1.1, 1.1, -1.2], [0.3, 0.1, 0.1], [0.3, -1.4, 0.5], [0.6, 0.6, -0.1], [-0.6, -0.9, 1.0], [1.3, 0.5, -0.2], [-0.3, -0.3, -0.4], [0.8, -1.2, -0.2], [-1.4, -1.6, -1.2], [0.6, 0.3, -0.4], [1.1, 0.9, 0.9], [1.4, -0.7, 0.5], [0.2, 0.1, -0.4], [-0.4, -0.4, 0.7]],
  "nbo_charge": [-0.621, -0.622, -0.640, -0.283, 0.133, -0.743, 0.204, 0.205, 0.228, 0.217, 0.219, 0.221, 0.206, 0.219, 0.209, 0.212, 0.207, 0.469, -0.014, -0.026],
  "smiles": "CC(C)[C@@](C)(O)P",
  "e_tot_ha": -614.825886
}

Kohn-Sham gap, record by record: 6.84; 6.37; 9.75; 11.02; 8.58; 10.02 eV
Relative energy (zero: lowest compared OMol25 entry of this formula, charge and spin), record by record: 0.5187; 4.1299; 1.8415; 1.0107; 2.2817; 2.0037 eV
E_HOMO, record by record: -0.103; -0.100; -0.322; -0.377; -0.303; -0.338 Ha